Entry 1:
A structure of composition C21H60O15S9, computed with ωB97M-V/def2-TZVPD.

Values from the calculation:
energy relative to the best compared isomer or geometry (same formula, charge and spin)	3347.1	kJ/mol
net charge	0
E_tot	-150936.9671	eV
LUMO level	-0.60	eV
HOMO	-7.394	eV

XYZ file:
```
105
C21H60O15S9 ωB97M-V/def2-TZVPD
O -1.147 8.326 22.763
S -0.857 9.748 23.106
O 0.377 10.154 23.808
O -0.989 10.559 21.683
C -0.766 11.944 21.513
C -0.155 12.212 20.173
C -2.263 10.573 24.001
H -0.188 12.215 22.396
H -1.717 12.451 21.681
H 0.041 13.277 20.048
H -0.879 11.822 19.458
H 0.768 11.661 19.992
H -1.705 11.155 24.736
H -2.918 9.757 24.307
H -2.938 11.183 23.402
O -2.265 6.891 26.646
S -2.446 8.258 26.231
O -1.455 8.958 25.427
O -3.899 8.540 25.613
C -4.378 7.815 24.427
C -5.899 7.879 24.406
C -2.823 9.132 27.852
H -3.961 6.827 24.624
H -3.884 8.104 23.499
H -6.369 7.114 23.788
H -6.358 8.866 24.346
H -6.279 7.442 25.329
H -3.731 8.738 28.308
H -2.961 10.137 27.454
H -2.125 9.024 28.682
O 1.571 13.050 23.079
S 0.418 13.449 23.886
O -0.793 12.686 23.703
O 0.801 13.448 25.490
C -0.141 13.816 26.494
C -1.666 13.405 26.228
C 0.068 15.261 23.698
H 0.088 14.837 26.800
H 0.299 13.167 27.251
H -1.546 12.334 26.067
H -2.213 13.896 25.423
H -2.315 13.710 27.049
H 1.028 15.778 23.702
H -0.630 15.626 24.451
H -0.385 15.394 22.715
C -2.376 11.148 18.915
S -3.374 10.195 17.799
O -2.481 9.336 17.037
C -4.399 9.074 18.901
H -1.580 11.738 18.460
H -1.986 10.598 19.771
H -2.951 11.953 19.373
H -4.328 8.019 18.638
H -5.455 9.339 18.936
H -3.958 9.182 19.892
C -1.816 4.590 24.848
S -0.576 5.811 24.323
O 0.463 4.915 23.740
C -1.364 6.723 22.898
H -2.676 4.511 24.183
H -2.119 4.890 25.851
H -1.365 3.606 24.980
H -0.665 7.184 22.200
H -2.101 7.373 23.369
H -2.093 6.100 22.379
C -3.414 13.834 20.964
S -2.196 14.383 22.180
O -0.853 14.065 21.578
C -2.518 16.130 21.885
H -4.331 14.421 20.927
H -3.628 12.786 21.177
H -2.889 13.845 20.009
H -3.365 16.454 22.490
H -2.519 16.170 20.796
H -1.607 16.644 22.192
C 3.245 14.778 19.391
S 1.924 13.752 20.117
O 1.449 12.699 19.159
C 0.604 14.991 20.212
H 2.971 15.188 18.420
H 4.156 14.196 19.248
H 3.493 15.561 20.108
H -0.412 14.597 20.263
H 0.645 15.642 19.338
H 0.637 15.519 21.164
C -4.731 10.826 24.711
S -4.092 11.620 26.248
O -2.603 11.513 26.444
C -4.208 13.459 25.799
H -4.746 9.781 25.021
H -4.187 11.048 23.792
H -5.782 11.052 24.533
H -5.254 13.734 25.666
H -3.551 13.518 24.931
H -3.790 14.136 26.544
C -0.001 11.217 26.165
S 0.332 9.599 26.940
O -0.897 9.129 27.795
C 0.504 8.466 25.458
H 0.649 11.189 25.290
H 0.285 12.011 26.854
H -1.059 11.405 25.981
H 1.289 8.807 24.783
H -0.476 8.389 24.988
H 0.674 7.449 25.813
```

Entry 2:
A cluster of 8 separate species, C21H63ClO32P7 in total, computed with ωB97M-V/def2-TZVPD.

Values from the calculation:
energy relative to the best compared isomer or geometry (same formula, charge and spin)	0.0	kJ/mol
net charge	-1
E_tot	-165872.5990	eV
LUMO level	1.98	eV
HOMO	-7.060	eV

XYZ file:
```
124
C21H63ClO32P7 ωB97M-V/def2-TZVPD
Cl 0.593 0.966 -0.402
O -0.664 1.325 -1.031
O 1.723 1.439 -1.155
O 0.680 1.437 0.952
O 0.644 -0.497 -0.465
C 0.963 5.570 5.548
O 1.960 4.701 5.043
P 1.953 4.127 3.542
O 3.299 3.743 3.082
O 0.926 2.883 3.564
C -0.421 3.021 4.045
O 1.142 5.235 2.736
C 0.732 5.020 1.386
H 0.177 5.872 4.865
H 1.456 6.510 5.842
H 0.620 5.301 6.550
H -0.507 2.280 4.836
H -1.075 2.818 3.198
H -0.646 4.020 4.406
H 1.325 5.631 0.698
H -0.291 5.375 1.273
H 0.898 3.994 1.056
C -3.493 3.055 -0.837
O -4.321 4.000 -0.147
P -4.061 5.564 -0.326
O -3.125 6.085 -1.317
O -5.556 6.102 -0.358
C -6.517 5.538 -1.227
O -3.562 5.990 1.167
C -4.285 5.397 2.246
H -2.809 3.448 -1.589
H -4.132 2.298 -1.288
H -2.811 2.562 -0.146
H -7.301 5.048 -0.634
H -6.137 4.857 -1.981
H -7.164 6.314 -1.647
H -5.343 5.653 2.179
H -3.917 5.835 3.178
H -4.129 4.325 2.361
C 4.176 -0.379 0.266
O 5.495 0.080 -0.075
P 5.781 1.604 0.240
O 5.403 2.256 1.497
O 7.397 1.723 -0.007
C 7.978 1.028 -1.085
O 5.153 2.428 -1.001
C 5.051 1.917 -2.328
H 3.628 0.311 0.909
H 4.227 -1.270 0.894
H 3.624 -0.683 -0.618
H 7.308 0.333 -1.592
H 8.861 0.445 -0.801
H 8.386 1.733 -1.819
H 6.028 2.046 -2.797
H 4.246 2.465 -2.807
H 4.813 0.852 -2.400
C 2.710 -3.173 -0.989
O 3.921 -3.342 -0.303
P 4.672 -4.732 -0.173
O 3.868 -5.969 -0.213
O 5.778 -4.599 -1.318
C 6.617 -3.466 -1.380
O 5.525 -4.552 1.183
C 6.297 -5.691 1.571
H 2.623 -2.338 -1.689
H 1.769 -3.054 -0.442
H 2.506 -4.035 -1.636
H 6.153 -2.537 -1.034
H 6.784 -3.184 -2.426
H 7.593 -3.624 -0.927
H 6.832 -5.315 2.450
H 7.149 -5.926 0.927
H 5.667 -6.541 1.810
C -7.083 -0.310 3.550
O -5.744 -0.386 3.057
P -4.967 1.013 2.818
O -5.295 1.795 1.627
O -3.437 0.621 2.882
C -2.650 0.525 1.657
O -5.170 1.721 4.282
C -4.596 1.092 5.423
H -7.130 0.125 4.545
H -7.541 -1.287 3.422
H -7.682 0.339 2.899
H -1.894 1.306 1.749
H -3.232 0.581 0.748
H -2.054 -0.369 1.842
H -5.373 1.055 6.187
H -3.824 1.750 5.831
H -4.110 0.133 5.254
C -0.712 -3.747 -4.994
O 0.578 -3.552 -4.433
P 1.667 -2.655 -5.215
O 1.918 -3.089 -6.599
O 2.925 -2.775 -4.231
C 4.192 -2.336 -4.689
O 1.219 -1.132 -5.079
C 0.757 -0.604 -3.834
H -0.897 -4.750 -5.387
H -1.004 -3.034 -5.765
H -1.358 -3.661 -4.116
H 4.817 -3.213 -4.854
H 4.698 -1.661 -4.001
H 4.163 -1.831 -5.657
H 0.439 -1.314 -3.068
H -0.095 0.063 -3.959
H 1.565 -0.022 -3.389
C -5.063 -5.065 0.647
O -3.987 -5.018 -0.295
P -4.025 -3.953 -1.504
O -5.319 -3.303 -1.737
O -2.830 -2.957 -1.214
C -1.632 -3.321 -0.555
O -3.471 -4.765 -2.787
C -4.300 -5.807 -3.324
H -5.935 -4.452 0.425
H -4.626 -4.784 1.603
H -5.433 -6.089 0.698
H -1.752 -4.276 -0.036
H -1.286 -2.588 0.173
H -0.801 -3.463 -1.251
H -3.780 -6.756 -3.216
H -4.426 -5.601 -4.384
H -5.271 -5.843 -2.834
```